{
  "formula": "C22H56I2O12P4S",
  "method": "ωB97M-V with the def2-TZVPD basis set",
  "relative_energy_kj_mol": 636.19,
  "gap_ha": 0.24186,
  "energy_ev": -112479.146,
  "elements": ["C", "C", "I", "C", "I", "P", "C", "S", "H", "H", "H", "H", "H", "H", "H", "H", "H", "H", "H", "O", "P", "O", "C", "C", "O", "C", "C", "O", "C", "C", "H", "H", "H", "H", "H", "H", "H", "H", "H", "H", "H", "H", "H", "H", "H", "O", "P", "O", "C", "C", "O", "C", "C", "O", "C", "C", "H", "H", "H", "H", "H", "H", "H", "H", "H", "H", "H", "H", "H", "H", "H", "O", "P", "O", "C", "C", "O", "C", "C", "O", "C", "C", "H", "H", "H", "H", "H", "H", "H", "H", "H", "H", "H", "H", "H", "H", "H"],
  "xyz": [[-5.0710, -0.0081, 2.0619], [-4.4094, 0.5041, 3.4208], [-5.1689, -0.6269, 5.1063], [-4.6327, 2.0945, 3.5601], [-5.5416, 2.5742, 5.4805], [-2.9572, 2.9561, 3.2268], [-2.3032, 2.7167, 5.0136], [-0.9992, 3.7679, 2.6360], [-4.7612, 0.6514, 1.1975], [-6.1937, 0.0240, 2.2078], [-4.7398, -1.0627, 1.8214], [-3.3000, 0.2799, 3.3541], [-5.3531, 2.4137, 2.7562], [-3.5845, 4.2070, 2.9370], [-2.7654, 2.0024, 2.1688], [-1.1750, 2.7644, 4.9562], [-2.5451, 1.7023, 5.4391], [-2.5950, 3.5705, 5.6918], [-0.1189, 2.6896, 2.6987], [-2.4541, 0.5928, -1.1859], [-0.9605, 0.8023, -1.4489], [-1.1191, 1.2991, -3.0218], [-1.5434, 2.6377, -3.2632], [-0.4386, 3.6381, -2.9701], [-0.6253, -0.8102, -1.6658], [-1.4035, -1.8183, -1.0248], [-2.4499, -2.3670, -1.9779], [0.7092, 1.1213, -1.5462], [1.6576, 0.2887, -2.2200], [1.4235, 0.0922, -3.7051], [-2.4352, 2.8599, -2.6692], [-1.8221, 2.6994, -4.3173], [-0.2073, 3.6624, -1.9011], [-0.7378, 4.6430, -3.2762], [0.4802, 3.3675, -3.4934], [-1.8536, -1.4425, -0.1040], [-0.7212, -2.6219, -0.7352], [-3.0191, -1.5700, -2.4602], [-3.1462, -3.0254, -1.4543], [-1.9681, -2.9323, -2.7795], [1.7472, -0.6681, -1.7034], [2.6221, 0.7890, -2.0949], [0.5320, -0.5017, -3.9023], [2.2715, -0.4332, -4.1511], [1.3013, 1.0498, -4.2139], [-3.6888, -4.0055, 4.3246], [-2.6946, -5.1382, 4.0718], [-3.5382, -6.3182, 4.8747], [-4.6563, -6.9081, 4.2181], [-4.2231, -7.8535, 3.1110], [-1.6480, -4.6460, 5.2577], [-1.5632, -3.2646, 5.6109], [-2.4252, -2.9518, 6.8161], [-1.5475, -6.2924, 3.5666], [-0.5292, -6.8435, 4.4053], [-1.0194, -7.5949, 5.6284], [-5.3138, -6.1265, 3.8253], [-5.2149, -7.4632, 4.9747], [-3.7437, -7.3054, 2.2948], [-5.0834, -8.3880, 2.7024], [-3.4982, -8.5802, 3.4813], [-1.8293, -2.6264, 4.7659], [-0.5146, -3.0591, 5.8424], [-3.4397, -3.3373, 6.6978], [-2.4765, -1.8739, 6.9811], [-2.0179, -3.4271, 7.7123], [0.1888, -6.0687, 4.6780], [0.0160, -7.5492, 3.7725], [-1.4765, -6.9293, 6.3590], [-0.1808, -8.0946, 6.1202], [-1.7623, -8.3467, 5.3567], [4.6690, 2.0015, -4.9784], [5.7575, 3.0315, -4.6701], [4.7605, 4.2592, -4.1724], [4.1999, 4.1810, -2.8646], [5.2341, 4.4733, -1.7914], [6.0121, 3.4668, -6.2524], [5.7453, 2.5593, -7.3198], [4.3838, 2.8424, -7.9287], [7.1288, 3.9447, -4.2373], [7.6433, 5.0426, -4.9952], [6.6961, 6.2120, -5.1853], [3.7485, 3.1959, -2.7099], [3.4012, 4.9242, -2.8142], [5.9959, 3.6889, -1.7592], [4.7628, 4.5304, -0.8079], [5.7483, 5.4144, -1.9927], [5.8311, 1.5237, -6.9870], [6.5188, 2.7104, -8.0772], [3.6045, 2.9148, -7.1676], [4.1058, 2.0620, -8.6398], [4.3980, 3.8030, -8.4499], [8.0300, 4.6868, -5.9512], [8.5111, 5.3997, -4.4341], [5.8591, 5.9568, -5.8335], [7.2252, 7.0492, -5.6479], [6.2848, 6.5444, -4.2307]],
  "forces_ev_per_angstrom": [[0.0, -0.1, 0.7], [0.1, 0.5, -1.3], [0.5, -1.0, -0.8], [-0.5, -1.2, -0.1], [-0.1, 1.5, -0.8], [-0.2, -1.0, 1.6], [1.4, -0.3, 0.1], [1.6, 0.6, -0.9], [-0.3, -0.6, 1.0], [1.3, -0.1, -0.4], [-0.5, 1.2, 0.4], [-1.2, 0.2, 0.4], [0.5, -0.3, 0.9], [0.5, -0.4, 0.0], [-0.2, 0.3, 0.4], [-1.4, 0.0, 0.0], [-0.3, 1.2, -0.3], [-0.1, -1.1, -0.8], [-1.1, 0.7, 0.1], [1.6, 2.8, 3.1], [0.3, -5.5, -7.0], [-0.1, 0.6, 0.7], [0.0, 0.3, -0.2], [0.0, 0.0, 0.1], [0.4, 0.6, 0.9], [-0.3, -0.3, -0.1], [0.0, 0.0, -0.2], [-2.0, 1.9, 2.6], [0.7, -0.8, -0.2], [-0.4, 0.0, -0.1], [0.0, 0.0, 0.0], [0.0, -0.2, 0.1], [0.0, 0.1, 0.0], [0.0, -0.1, 0.0], [-0.1, 0.0, 0.0], [-0.1, 0.1, -0.2], [0.1, 0.1, -0.1], [0.0, 0.1, 0.2], [0.0, 0.0, 0.0], [0.0, 0.0, 0.1], [-0.2, 0.0, -0.1], [-0.2, 0.3, 0.2], [0.0, 0.0, 0.1], [0.1, 0.1, 0.2], [0.1, 0.0, 0.0], [0.5, -0.4, -4.5], [1.1, -1.7, 8.5], [0.0, 0.2, -0.9], [-0.2, -0.3, -0.1], [0.0, 0.0, -0.1], [0.4, 0.0, -1.0], [-0.1, 0.3, 0.3], [-0.1, -0.2, 0.3], [-2.0, 1.8, -2.5], [0.9, -0.1, 0.4], [-0.4, 0.2, 0.1], [0.0, 0.0, 0.1], [0.1, 0.1, 0.1], [0.0, -0.1, 0.0], [0.0, 0.0, 0.0], [-0.1, 0.0, 0.0], [-0.1, -0.1, 0.1], [0.0, -0.2, 0.0], [0.1, 0.1, -0.2], [0.0, 0.0, 0.0], [0.1, 0.1, 0.0], [-0.2, 0.1, 0.1], [-0.3, 0.1, -0.3], [0.0, 0.0, -0.1], [0.1, 0.0, -0.2], [0.1, 0.0, 0.0], [2.9, -1.5, 2.9], [-3.0, 6.0, -5.5], [0.5, -0.7, 0.5], [-0.1, 0.2, 0.3], [0.1, -0.1, 0.0], [0.7, -0.5, 0.7], [-0.4, -0.1, -0.3], [-0.1, 0.2, 0.0], [-0.7, -3.2, 1.7], [0.5, 0.5, -0.7], [-0.4, -0.1, 0.0], [-0.1, 0.0, 0.0], [0.0, -0.1, -0.2], [0.0, 0.0, 0.1], [0.0, 0.0, -0.1], [-0.1, 0.0, 0.0], [-0.1, 0.1, 0.1], [0.1, 0.1, 0.1], [0.1, -0.2, 0.1], [0.0, 0.0, 0.0], [0.0, -0.1, 0.0], [-0.2, 0.0, 0.0], [-0.1, -0.3, 0.3], [0.0, 0.0, 0.0], [0.2, -0.1, 0.1], [0.1, 0.0, 0.0]],
  "lowdin_charge": [-0.178, -0.877, 0.768, -0.933, 0.699, 0.437, -0.349, 0.268, 0.075, 0.078, 0.077, 0.053, 0.045, 0.020, -0.003, 0.003, 0.030, 0.039, -0.173, -0.234, 0.733, -0.240, -0.288, -0.082, -0.258, -0.290, -0.073, -0.260, -0.274, -0.073, 0.107, 0.120, 0.069, 0.079, 0.071, 0.098, 0.116, 0.074, 0.076, 0.076, 0.111, 0.111, 0.068, 0.084, 0.073, -0.256, 0.729, -0.238, -0.290, -0.084, -0.255, -0.289, -0.097, -0.258, -0.279, -0.077, 0.108, 0.119, 0.069, 0.078, 0.073, 0.097, 0.117, 0.063, 0.058, 0.076, 0.111, 0.119, 0.069, 0.082, 0.072, -0.229, 0.730, -0.237, -0.289, -0.079, -0.259, -0.289, -0.074, -0.256, -0.278, -0.077, 0.098, 0.120, 0.070, 0.079, 0.074, 0.104, 0.116, 0.073, 0.077, 0.076, 0.111, 0.120, 0.068, 0.082, 0.072]
}